Computed, not measured: a molecular structure, H2N2O3 at a distorted geometry, with the ωB97M-V functional and the def2-TZVPD basis.

```
! wB97M-V def2-TZVPD RIJCOSX def2/J DEFGRID3
* xyz 0 1
N -0.8602 1.0994 0.3194
N -0.1962 0.2121 -0.1538
O -0.8168 1.6480 1.3560
O -0.3622 -0.2681 -1.4216
O 0.8519 -0.9547 0.6270
H -0.2642 -1.1920 -1.4047
H 1.6476 -0.5448 0.6777
*
```

For the HOMO energy (alpha / beta), the calculation gives -9.65 / -9.65 eV. The calculated total energy comes out at -9147.7584 eV. The strongest force on any atom is 5.7 eV/Å. The calculation puts the HOMO-LUMO gap (alpha / beta) at 0.32792 / 0.32802 hartree.

These are the Mulliken partial charges, in e, on atoms 1 to 4: 0.18 0.51 -0.50 -0.33